Record 1
ORCA calculation (the ωB97M-V functional and the def2-TZVPD basis) on the ion C23H33N2O2 with charge +1.

As for the energy above the lowest of the compared OMol25 structures with the same formula, charge and spin: 7.2 kcal/mol. As for the HOMO energy: -11.062 eV. Its multiplicity is 1. Its SMILES is CC[NH+]1CCN(C[C@@H](O)CO[C@@H](c2ccccc2)c2ccccc2C)CC1. As for the total charge: +1.

Positions of all 60 atoms, in Å:
H: -4.799 -1.978 -0.942
N: -3.156 2.025 0.594
H: -3.233 2.414 -1.447
C: -3.479 -0.434 0.885
C: -3.595 0.995 1.485
H: 1.547 -1.014 2.660
C: 1.276 -1.541 1.757
H: -4.617 0.624 -2.100
C: 0.641 2.064 -0.027
H: -0.120 -4.448 0.747
C: -3.893 2.063 -0.653
H: 4.849 3.427 0.454
O: 1.601 1.188 -0.545
C: 4.273 -1.001 -0.368
C: -0.717 1.371 0.178
H: 0.523 2.850 -0.781
H: 3.593 2.667 1.430
H: -3.020 1.048 2.409
H: -2.941 -3.602 -1.491
H: 1.463 -1.244 -1.598
H: 6.001 -2.073 -1.018
H: -1.762 -2.369 -1.060
C: 0.622 -2.919 -0.555
H: -0.241 0.465 -1.460
H: -0.616 0.601 0.960
C: 5.882 1.228 -0.350
O: -1.078 0.728 -1.041
H: -2.545 -0.909 1.184
H: 3.661 -1.890 -0.366
H: -2.552 -0.031 -0.891
C: 0.659 -2.779 1.838
C: 1.222 -1.675 -0.637
N: -3.511 -0.359 -0.596
H: 2.237 0.847 1.394
C: -1.773 2.419 0.589
H: -4.725 2.774 -0.565
C: 0.338 -3.473 0.684
C: 5.603 -1.112 -0.734
H: 3.282 3.055 -0.265
H: -1.516 2.757 1.597
C: 2.270 0.350 0.413
C: 4.038 2.704 0.435
C: -3.795 -1.662 -1.237
C: 4.550 1.357 0.023
H: 0.967 2.522 0.915
H: -2.851 -3.030 0.165
H: 7.450 -0.065 -1.014
H: -4.642 1.196 1.736
C: -4.464 0.686 -1.022
C: 6.412 0.009 -0.730
H: 6.515 2.103 -0.338
C: 3.731 0.222 0.004
C: 1.567 -0.982 0.520
H: -1.688 3.279 -0.078
H: -3.787 -1.505 -2.318
H: -5.420 0.504 -0.527
H: 0.400 -3.469 -1.458
C: -2.773 -2.724 -0.874
H: -4.313 -1.050 1.226
H: 0.445 -3.208 2.805

=====

Record 2
ORCA calculation (the ωB97M-V functional and the def2-TZVPD basis) on the ion C5H7N2 with charge +1.

As for the energy above the lowest of the compared OMol25 structures with the same formula, charge and spin: 64.7 kcal/mol. As for the HOMO energy: -14.785 eV. Its multiplicity is 1. Its SMILES is CC1=CC(=[NH2+])N=C1. As for the total charge: +1.

Positions of all 14 atoms, in Å:
H: -0.103 1.885 -0.275
C: -0.054 -1.419 -0.052
N: 2.615 0.597 -0.081
H: -2.335 1.048 0.169
H: -2.529 -0.534 0.899
H: -2.909 -0.269 -0.864
C: 0.172 0.866 -0.086
N: 1.218 -1.269 -0.070
C: 1.412 0.182 -0.026
H: -0.705 -2.270 0.115
C: -0.766 -0.100 -0.042
H: 3.009 1.462 0.243
C: -2.191 0.038 -0.083
H: 3.167 -0.218 0.154

=====

Record 3
ORCA calculation (the ωB97M-V functional and the def2-TZVPD basis) on an isolated molecule of C2H5NO2.

As for the energy above the lowest of the compared OMol25 structures with the same formula, charge and spin: 22.0 kcal/mol. As for the HOMO energy: -9.943 eV. Its multiplicity is 1. Its SMILES is NCC(=O)O. As for the total charge: 0.

Positions of all 10 atoms, in Å:
H: -1.598 0.882 0.684
H: -1.678 0.721 -0.870
H: -0.346 -1.136 0.963
O: 0.777 1.697 0.030
H: -0.136 -1.049 -0.801
C: 0.938 0.486 0.014
C: -0.230 -0.461 0.076
N: -1.526 0.193 -0.060
H: 1.692 -1.118 0.024
O: 2.106 -0.216 -0.061

=====

Record 4
ORCA calculation (the ωB97M-V functional and the def2-TZVPD basis) on a structure of composition C16H21N3RhS5.

As for the energy above the lowest of the compared OMol25 structures with the same formula, charge and spin: 3.5 kcal/mol. As for the HOMO energy: -10.443 eV. Its multiplicity is 1. As for the total charge: +1.

Positions of all 46 atoms, in Å:
H: -4.244 2.651 2.065
H: -6.567 1.510 -2.338
S: -1.519 0.375 -1.131
C: -2.899 1.297 -0.546
N: -3.793 1.516 -1.512
C: 1.540 3.052 0.439
C: 2.748 -0.486 2.196
C: 3.246 0.364 1.042
C: 0.198 -4.107 -0.204
H: 0.241 3.554 3.108
S: 2.057 0.441 -0.348
H: 2.239 3.080 1.272
H: 1.398 4.079 0.101
S: 1.074 -0.083 2.761
H: -0.872 2.181 3.167
C: -1.253 -2.181 1.093
C: 2.065 2.216 -0.711
C: 1.229 1.646 3.330
C: 0.582 -2.790 -0.224
S: -0.101 2.460 0.994
S: -1.927 -0.736 1.771
H: -6.014 3.159 0.382
C: -4.139 2.338 1.031
C: -0.965 -4.459 0.492
H: 2.663 -1.533 1.897
C: 0.098 2.518 2.799
C: -4.903 2.172 -1.196
H: -2.618 -3.735 1.672
Rh: -0.043 0.168 0.683
C: -1.706 -3.499 1.142
N: -0.134 -1.859 0.424
H: 3.075 2.518 -0.992
C: -5.910 2.380 -2.282
H: 1.453 -2.449 -0.768
H: -5.407 2.478 -3.242
N: -3.020 1.674 0.726
H: 2.204 2.029 3.035
H: 4.171 -0.058 0.650
H: 3.447 -0.444 3.032
C: -5.119 2.619 0.109
H: 1.429 2.309 -1.593
H: -1.286 -5.492 0.509
H: 1.199 1.631 4.419
H: 3.463 1.383 1.358
H: 0.782 -4.848 -0.729
H: -6.527 3.257 -2.093

=====

Record 5
ORCA calculation (the ωB97M-V functional and the def2-TZVPD basis) on a structure of composition C19H21FMoN2.

As for the energy above the lowest of the compared OMol25 structures with the same formula, charge and spin: 64.3 kcal/mol. As for the HOMO energy (alpha / beta): -15.582 / -15.408 eV. Its multiplicity is 3. As for the total charge: +2.

Positions of all 44 atoms, in Å:
C: -2.960 -1.846 0.542
C: 1.590 -1.742 -1.303
H: -1.927 4.011 2.739
H: -1.123 3.766 -1.515
H: 1.335 -0.164 -3.101
H: -1.108 2.067 4.193
N: 0.329 1.195 1.267
H: -1.641 -4.998 0.494
C: -0.573 -1.774 0.317
C: -0.594 2.911 -1.910
H: 3.970 -0.574 -1.147
C: -1.764 -1.106 0.404
N: 0.707 0.949 -1.435
C: -1.303 3.213 2.346
H: 3.715 0.057 0.438
C: 0.027 2.052 -0.990
C: -0.504 -3.152 0.366
F: -4.054 -3.961 0.683
H: 0.612 -1.857 -1.786
H: -1.281 4.009 0.338
C: -1.681 -3.913 0.478
H: -3.907 -1.327 0.624
H: 1.682 -0.787 2.930
C: 1.339 -1.348 2.053
H: 0.171 0.280 3.150
C: -0.944 3.226 1.006
H: 0.460 -3.656 0.326
C: 0.777 0.717 -2.775
C: 0.147 1.535 -3.707
C: -0.551 2.657 -3.271
H: 3.646 1.213 -0.891
C: 3.351 0.183 -0.624
H: 0.226 1.277 -4.756
Mo: 1.564 -0.379 0.181
H: 0.681 -2.163 2.390
H: 2.342 -1.515 -2.064
C: -0.860 2.155 3.137
H: -1.797 -0.020 0.384
H: 2.258 -1.922 1.711
C: -0.160 2.197 0.462
H: 1.837 -2.718 -0.863
H: -1.053 3.335 -3.955
C: -0.090 1.156 2.562
C: -2.890 -3.235 0.570

=====

Record 6
ORCA calculation (the ωB97M-V functional and the def2-TZVPD basis) on an isolated molecule of C20H21N5O3S.

As for the energy above the lowest of the compared OMol25 structures with the same formula, charge and spin: 72.3 kcal/mol. As for the HOMO energy: -8.528 eV. Its multiplicity is 1. Its SMILES is CN(C)[C@H](CNC(=O)c1oc2ccccc2c1CSc1ncn[nH]1)c1ccco1. As for the total charge: 0.

Positions of all 50 atoms, in Å:
N: 3.707 3.091 0.979
C: -4.784 0.311 -0.162
H: -3.586 -2.470 1.935
C: -5.460 0.951 0.838
H: 0.842 2.310 -0.164
H: -3.044 -0.311 -1.165
C: 2.785 3.544 1.849
H: -2.420 -2.395 -1.564
C: 0.996 -0.644 -0.069
H: -5.170 1.039 1.865
H: 3.042 4.059 2.750
C: -2.816 -2.790 -0.630
H: 5.991 -3.045 -0.530
H: 1.389 1.191 -2.061
H: -5.105 -1.641 1.503
H: -0.986 -1.333 1.244
C: -6.625 1.494 0.245
C: 2.418 -2.193 0.519
C: 4.358 -1.721 -0.859
H: -7.389 2.064 0.732
C: 2.103 -0.417 -0.847
H: -4.833 -3.314 1.000
C: 2.980 2.530 0.035
H: 2.674 0.197 -2.798
S: 3.651 1.795 -1.385
H: 4.860 -1.123 -1.604
O: -5.462 0.431 -1.320
O: -0.464 1.112 -0.665
C: -4.354 -2.347 1.155
C: 2.302 0.632 -1.870
H: -3.290 -3.751 -0.838
C: -6.570 1.143 -1.067
H: 4.856 -4.381 1.174
N: -3.819 -1.894 -0.107
N: 1.667 2.651 0.326
H: -2.462 1.156 0.758
C: 4.333 -3.552 0.723
C: 3.044 -3.270 1.127
C: -2.538 0.074 0.894
N: 1.547 3.290 1.499
H: -7.231 1.334 -1.889
H: 2.541 -3.852 1.883
C: -0.282 0.076 -0.029
N: -1.211 -0.472 0.770
H: -1.978 -2.971 0.060
C: 3.055 -1.419 -0.470
O: 1.168 -1.726 0.753
H: -2.918 -0.140 1.893
C: 4.980 -2.789 -0.252
C: -3.507 -0.476 -0.185

=====

Record 7
ORCA calculation (the ωB97M-V functional and the def2-TZVPD basis) on a cluster of 2 separate species, Cl2H2NPS in total.

As for the HOMO energy (alpha / beta): -6.492 / -10.135 eV. Its multiplicity is 3. As for the total charge: 0.

Positions of all 7 atoms, in Å:
H: 0.931 -0.273 -3.232
Cl: 0.106 -1.796 0.227
H: -1.360 1.257 2.061
N: -1.199 0.254 1.821
Cl: -0.453 -0.261 -3.291
P: 0.156 -0.098 1.137
S: 1.819 0.917 1.277

=====

Record 8
ORCA calculation (the ωB97M-V functional and the def2-TZVPD basis) on a cluster of 5 separate species, C25H61F6N3O6P in total.

As for the HOMO energy: -10.068 eV. Its multiplicity is 1. As for the total charge: +1.

Positions of all 102 atoms, in Å:
C: 1.230 -0.562 -5.141
H: 3.012 0.090 -0.958
F: -4.531 1.374 -2.164
C: 1.256 2.676 4.551
C: -2.961 0.733 -4.963
H: -0.771 -0.192 2.110
C: 0.260 1.180 -2.986
H: 3.451 1.461 4.120
N: -0.788 0.387 -3.795
C: 2.661 2.493 0.621
C: -0.304 -3.613 4.074
H: 2.177 0.132 1.656
C: -3.469 -3.128 0.828
C: -2.794 -1.577 3.357
H: -0.394 1.383 -2.133
H: 0.006 -1.241 3.318
C: -1.149 -0.794 -2.935
H: -0.198 -1.220 -2.620
C: 3.027 0.546 2.205
H: 0.995 0.491 -2.576
C: -1.189 -3.500 2.842
C: 3.902 -0.277 -0.447
C: 3.193 3.566 -0.295
F: -4.551 -0.798 -2.991
H: 1.960 0.064 -4.624
C: 2.635 0.947 3.603
H: 1.416 -0.480 -6.221
C: 0.825 2.380 -3.696
H: -3.291 -4.197 0.676
O: 1.563 1.854 3.426
H: -1.440 2.192 -4.518
H: 1.210 -3.209 5.958
H: 3.142 -1.811 -3.652
H: 3.882 -1.244 0.044
H: -3.104 -0.323 -4.749
H: 2.131 3.075 1.375
H: -3.986 -2.875 -0.098
H: 0.188 -1.701 1.673
H: 3.941 3.236 2.531
H: 2.170 2.917 5.098
H: -4.124 0.237 3.310
C: 4.541 0.889 0.300
H: -2.334 1.601 -3.061
H: -2.369 -1.287 0.684
F: -6.515 0.404 -2.727
H: 5.264 3.084 1.525
H: 3.686 -0.325 2.162
O: 1.257 -1.859 -4.589
H: 3.148 -2.269 -5.382
H: 2.343 4.108 -0.708
H: -1.569 -1.577 -3.560
H: -1.401 -2.619 0.361
H: 0.557 2.176 5.227
F: -3.882 -0.336 -0.930
H: 0.469 -1.720 6.543
H: 0.771 3.536 4.096
C: -3.522 -0.424 2.685
H: 1.893 1.842 0.203
C: -2.214 -2.315 1.023
H: -2.769 0.307 2.366
P: -5.315 -0.022 -1.769
O: -0.314 3.383 0.604
H: -0.145 -3.290 6.988
H: 3.705 3.221 -1.205
H: -2.191 -1.356 4.229
F: -5.992 -1.415 -1.403
H: -0.419 -4.622 4.483
C: -1.040 2.519 0.117
N: 3.646 1.592 1.332
H: 0.703 -3.526 3.646
H: 2.282 0.144 4.259
H: -2.641 0.676 -6.015
H: -3.536 -2.362 3.483
H: 4.841 1.725 -0.320
H: 2.464 -3.354 -4.107
H: -4.128 -0.691 1.824
C: 0.255 -2.712 6.147
H: 4.628 -0.460 -1.249
H: -0.229 0.788 -5.759
H: 1.732 2.685 -3.165
H: 0.195 3.249 -3.844
F: -5.924 0.719 -0.491
O: -0.660 -2.688 5.069
O: -2.154 2.821 -0.658
H: -2.078 -4.123 2.928
H: -0.654 -3.787 1.939
H: 3.919 4.269 0.113
C: 4.589 2.463 2.108
C: 2.594 -2.329 -4.447
C: -0.216 -0.085 -5.090
H: 1.273 2.114 -4.657
H: -2.380 1.872 -0.657
H: 5.365 0.437 0.853
H: -3.892 1.271 -5.114
C: -1.941 1.353 -4.046
C: -0.509 -1.220 2.358
O: -0.895 1.268 0.295
H: -0.908 -0.663 -5.699
H: 5.063 1.899 2.901
H: -4.171 -3.038 1.654
N: -1.694 -2.121 2.424
H: -1.767 -0.493 -2.092

=====

Record 9
ORCA calculation (the ωB97M-V functional and the def2-TZVPD basis) on an isolated molecule of C4H6N2O.

As for the energy above the lowest of the compared OMol25 structures with the same formula, charge and spin: 112.8 kcal/mol. As for the HOMO energy (alpha / beta): -7.689 / -7.688 eV. Its multiplicity is 1. As for the total charge: 0.

Positions of all 13 atoms, in Å:
C: 0.155 -1.408 0.277
C: 1.188 0.762 0.929
H: -0.201 -1.412 1.308
N: -1.807 0.711 0.390
H: 1.072 -0.636 -1.991
H: 0.953 -2.145 0.182
H: -0.678 -1.761 -0.332
C: -0.728 1.072 -0.128
N: 1.186 0.188 -1.406
O: 1.371 1.540 1.748
H: -2.620 1.234 0.059
C: 0.610 -0.043 -0.227
H: -0.502 1.898 -0.810

=====

Record 10
ORCA calculation (the ωB97M-V functional and the def2-TZVPD basis) on a cluster of 4 separate species, C24H58BFN7O8 in total.

As for the energy above the lowest of the compared OMol25 structures with the same formula, charge and spin: 148.5 kcal/mol. As for the HOMO energy: -9.826 eV. Its multiplicity is 1. As for the total charge: +1.

Positions of all 99 atoms, in Å:
H: 3.677 -3.591 3.303
N: 2.427 0.201 5.957
H: 1.951 9.756 3.016
H: -2.588 1.028 -3.685
C: 1.709 0.171 4.622
H: -3.665 -4.967 -4.074
C: -2.199 1.440 -0.922
O: -1.574 -9.341 -6.776
O: -1.756 -5.371 -4.640
H: -2.953 -7.927 -8.587
H: 0.983 0.746 -1.779
H: -1.498 -8.404 -4.901
F: 6.030 -4.432 4.407
N: 4.077 -1.341 7.072
H: -2.950 2.147 -1.292
H: 0.327 -3.179 -2.468
H: -0.293 7.000 0.855
H: 1.564 11.291 3.849
H: -2.142 -6.481 -6.978
C: -1.070 8.555 3.745
H: -0.723 4.901 2.085
H: 3.518 -4.009 5.156
H: -2.153 8.690 3.654
C: 3.291 -1.060 5.976
C: -3.730 -6.372 -5.697
H: -0.885 1.063 -3.196
H: 1.162 6.524 4.542
H: -0.576 10.695 3.821
C: -0.855 2.181 -0.759
C: -3.121 -5.136 -5.009
H: -2.531 1.123 0.075
N: 2.191 -1.135 3.963
C: -0.461 9.792 4.433
H: -3.235 -4.232 -5.621
H: -0.709 -5.171 -6.426
C: 1.843 10.244 3.988
H: -0.630 -7.585 -6.247
C: 3.858 -3.159 4.390
C: -2.990 -9.154 -6.822
H: -1.006 9.961 5.369
H: -0.363 0.836 3.648
H: 1.595 3.241 3.025
C: 0.644 1.301 4.031
C: 5.514 -3.022 4.527
C: -0.611 -2.631 -2.592
H: 2.030 7.342 3.196
H: -0.886 7.701 4.401
C: -1.531 -0.848 -3.892
H: 1.788 0.302 -0.264
N: -2.230 0.242 -1.771
C: -3.443 -7.903 -7.605
H: 0.025 -9.050 -5.535
C: -0.905 -8.546 -5.809
H: -3.422 -9.209 -5.817
H: -2.402 -1.515 -3.869
H: 2.584 1.648 2.781
N: -3.154 -6.584 -7.029
H: -0.965 -2.348 -1.599
H: -3.383 -10.027 -7.358
H: -4.813 -6.237 -5.789
H: 0.365 2.130 4.816
H: -3.546 -7.227 -5.042
H: -1.337 -3.294 -3.071
H: 2.119 -2.811 1.128
H: 4.125 -2.361 7.374
H: -0.438 2.525 -1.710
N: 3.120 -1.871 4.682
N: -0.495 8.343 2.414
C: -0.817 -4.683 -5.455
H: -1.059 3.091 -0.181
H: 2.685 5.877 3.907
C: -1.805 0.476 -3.155
C: -0.330 5.773 2.621
H: -0.762 5.719 3.625
H: -1.623 -0.457 -1.346
H: -1.326 -0.614 -4.942
H: -1.860 6.955 1.651
H: 5.859 -2.534 5.534
O: 2.473 -1.899 1.422
O: -0.348 -1.483 -3.388
H: 5.988 -2.396 3.639
H: 0.155 -4.719 -4.955
O: 0.903 9.556 4.803
B: 1.618 -1.518 2.589
H: -0.305 -2.074 3.101
C: 1.477 2.093 2.818
O: 0.126 -1.452 2.414
H: 0.518 8.447 2.465
O: 0.125 1.464 -0.005
C: 0.815 0.462 -0.736
H: -1.096 -3.636 -5.593
O: 1.085 5.587 2.666
H: 0.986 1.836 1.778
H: 0.272 -0.481 -0.674
C: -0.783 7.024 1.837
H: -4.520 -7.973 -7.791
H: 4.681 -0.624 7.558
C: 1.755 6.382 3.634
H: 2.815 10.208 4.488